(1)
{"formula": "C21H25ORhS", "method": "ωB97M-V/def2-TZVPD", "homo_lumo_gap_ha": [0.109, 0.205], "multiplicity": 5, "s_squared": 6.031, "total_charge": -2, "elements": ["Rh", "C", "C", "C", "H", "C", "C", "H", "H", "H", "H", "C", "C", "C", "H", "C", "C", "H", "H", "H", "H", "O", "C", "C", "C", "C", "C", "H", "H", "H", "H", "H", "H", "H", "H", "H", "H", "S", "C", "C", "C", "C", "C", "C", "H", "H", "H", "H", "H"], "xyz": [[-0.0995, 0.8098, 0.4940], [1.4995, 1.0497, 1.7526], [2.0772, 0.2312, 0.7507], [1.8721, 0.8437, -0.4959], [2.4179, -0.7828, 0.9131], [1.2065, 2.0647, -0.2632], [1.1168, 2.2416, 1.1296], [0.8901, 3.1439, 1.6700], [1.3299, 0.8273, 2.7970], [2.0067, 0.4189, -1.4872], [1.0124, 2.8055, -1.0283], [-2.2291, 0.8043, 1.1525], [-1.3498, 1.8257, 1.6186], [-1.0294, 2.5726, 0.4882], [-1.0805, 2.0107, 2.6475], [-1.3434, 1.8581, -0.6660], [-2.2444, 0.8277, -0.2512], [-2.6328, 0.0562, -0.9111], [-2.6971, 0.0825, 1.8104], [-0.6118, 3.5802, 0.4942], [-1.0924, 2.1228, -1.6861], [0.2248, -2.4986, -0.6487], [-0.5052, 0.0279, -4.9014], [0.0394, -1.1463, -4.3558], [0.3358, 1.1952, -4.4903], [-1.9534, 0.0189, -4.5038], [0.4375, -2.5565, -1.8355], [1.1553, -1.2048, -4.1636], [-0.6023, -2.0795, -4.3454], [-0.1843, -3.0864, -2.6688], [1.3511, -2.1142, -2.3934], [0.5781, 1.8713, -5.3122], [1.2505, 0.7687, -4.0415], [-0.2331, 1.7007, -3.6897], [-2.6604, 0.1626, -5.3236], [-2.0194, 0.8010, -3.7191], [-2.1460, -0.9543, -4.0082], [-0.7734, -1.7312, 1.4531], [0.0754, -1.7897, 2.9388], [1.3521, -2.3344, 3.1737], [1.8319, -2.2458, 4.4799], [1.0123, -1.6000, 5.4385], [-0.2687, -1.0554, 5.1782], [-0.7521, -1.1838, 3.8925], [1.8657, -2.7907, 2.3227], [2.8221, -2.6721, 4.7185], [1.3843, -1.5159, 6.4549], [-0.9142, -0.5422, 5.9034], [-1.7227, -0.8388, 3.5171]], "forces_ev_per_a": [[-1.05, -10.23, -0.12], [2.77, 0.21, 1.81], [0.90, -1.48, 0.39], [1.33, -0.27, -1.68], [-0.14, 0.05, -0.12], [4.74, 2.39, -2.12], [3.92, 2.76, 1.93], [-0.24, -0.11, -0.02], [0.49, -0.05, 0.03], [0.24, 0.01, 0.32], [-0.05, -0.10, 0.13], [-1.44, 0.12, 1.79], [-4.80, 1.14, 2.43], [-2.23, 5.13, -0.27], [-0.30, 0.26, 0.03], [-4.26, 1.29, -2.50], [-0.26, -0.56, -1.64], [0.01, 0.18, 0.23], [0.11, 0.08, -0.43], [-0.01, -0.59, -0.11], [-0.30, 0.06, 0.17], [0.79, -0.99, -2.07], [0.55, -1.79, 1.24], [0.98, -1.36, -0.55], [-0.04, 0.13, -0.06], [-0.35, 0.29, 0.09], [0.69, 0.05, -2.74], [-1.42, -0.34, -0.42], [1.22, 1.01, -0.02], [0.27, 0.41, 1.64], [-0.76, -0.36, 1.22], [0.07, 0.35, 0.21], [-0.08, 0.67, -0.23], [0.44, 0.43, -0.16], [-0.28, 0.33, 0.17], [-0.73, -0.19, -0.30], [-0.40, 0.60, -0.30], [0.04, -0.46, -0.54], [-1.24, 0.34, -0.85], [-0.70, 0.40, 0.32], [-0.69, 0.34, -0.04], [0.46, -0.02, 0.79], [0.19, -0.28, -0.45], [0.91, 0.03, 1.39], [-0.02, 0.13, 0.44], [-0.63, 0.38, 0.18], [0.11, -0.03, 0.03], [0.67, -0.31, 0.17], [0.49, -0.05, 0.63]]}

(2)
{"formula": "C4H8O2", "method": "ωB97M-V/def2-TZVPD", "homo_lumo_gap_ha": 0.404, "relative_energy_kj_mol": 129.5, "multiplicity": 1, "smiles": "C[C@H]1COCO1", "elements": ["C", "C", "C", "O", "C", "O", "H", "H", "H", "H", "H", "H", "H", "H"], "xyz": [[-1.7785, -0.0203, 0.4602], [-0.2625, 0.0032, 0.4188], [0.4107, -1.0127, -0.5165], [1.6251, -0.3781, -0.8924], [1.5761, 0.9235, -0.3430], [0.2297, 1.2239, -0.1246], [-2.1239, -0.6593, 1.2792], [-2.1619, 0.9890, 0.6334], [-2.2040, -0.3968, -0.4759], [0.1457, -0.0976, 1.4392], [0.6209, -1.9796, -0.0471], [-0.2106, -1.1737, -1.4084], [2.1250, 0.9334, 0.6164], [2.0080, 1.6451, -1.0392]], "forces_ev_per_a": [[-0.02, -0.02, -0.02], [-0.11, -0.24, 0.07], [-0.28, -0.17, 0.09], [0.06, -0.01, -0.04], [0.28, 0.29, 0.03], [-0.02, 0.04, 0.04], [0.03, 0.06, -0.17], [0.08, -0.13, 0.02], [0.07, 0.12, 0.10], [-0.04, -0.04, -0.15], [-0.03, 0.15, 0.00], [0.10, 0.01, 0.13], [-0.05, 0.03, -0.14], [-0.08, -0.10, 0.04]]}

| no. | electronic energy (eV) |
| --- | --- |
| 1 | -38059.1718 |
| 2 | -8371.9397 |